(1)
# C3H2N2O2

An isolated molecule of C3H2N2O2 at a distorted geometry (ωB97M-V with the def2-TZVPD basis set, OMol25).

Geometry (Å):
C (-1.44, -0.28, -0.27)
N (0.92, 1.07, 0.43)
H (2.50, -0.11, -0.34)
O (-1.27, 0.28, -1.31)
H (-2.37, -0.25, 0.33)
O (-0.52, -1.05, 0.42)
C (-0.05, 1.64, 0.82)
C (1.46, -0.11, -0.02)
N (0.78, -1.19, -0.07)

Results
E_tot = -375.386560 a.u.
Strongest force on any atom = 0.0202 Eh/bohr
Kohn-Sham gap = 11.0 eV
Spin multiplicity = 1

=====

(2)
# C4H12N3

A cluster of 2 separate species, C4H12N3 in total at a distorted geometry (ωB97M-V with the def2-TZVPD basis set, OMol25).

Geometry (Å):
H (1.55, -0.29, -0.29)
C (-0.96, -0.31, -0.77)
N (-1.39, -1.03, 0.22)
H (-1.29, 2.16, 0.96)
H (-1.20, 1.66, -1.66)
H (-0.34, -0.58, -2.79)
C (-1.16, -1.63, 1.26)
C (2.53, -0.49, 0.33)
H (-2.04, -2.30, 1.54)
H (2.50, -1.52, 0.71)
H (-2.80, 2.29, -0.10)
H (3.24, -0.34, -0.53)
H (-2.47, 0.86, 0.80)
N (-0.43, -1.05, -1.82)
H (-0.15, -1.46, 1.72)
H (-0.58, -2.03, -1.89)
C (-1.93, 1.65, 0.26)
N (-1.24, 1.06, -0.85)
H (2.84, 0.09, 1.20)

Results
Total charge = +1
E_tot = -323.572591 a.u.
Strongest force on any atom = 0.0753 Eh/bohr
Kohn-Sham gap = 10.7 eV
Spin multiplicity = 1

=====

(3)
# C8H11ClN2O2PS

A cluster of 2 separate species, C8H11ClN2O2PS in total at a distorted geometry (ωB97M-V with the def2-TZVPD basis set, OMol25).

Geometry (Å):
H (-1.38, -0.80, -1.10)
H (1.86, 2.98, 2.58)
C (0.89, -3.37, -1.40)
C (0.43, -3.81, -2.64)
H (1.47, -3.93, -0.76)
H (0.88, 3.92, 1.43)
C (-0.83, -1.63, -1.47)
H (1.59, -2.20, 0.69)
N (1.23, 3.04, 1.67)
O (0.79, -1.68, 0.29)
H (-0.14, 2.79, -0.46)
H (0.57, 1.15, -0.91)
C (-0.64, -3.17, -3.40)
H (1.36, 0.04, 0.79)
C (-1.31, -2.18, -2.68)
Cl (-1.21, -3.83, -4.97)
H (-2.30, -1.82, -3.09)
N (1.78, 0.76, 1.36)
C (0.04, 1.71, -0.07)
S (3.04, 1.92, 4.02)
P (2.59, 0.51, 2.79)
H (-0.86, 1.13, 0.20)
C (1.02, 1.90, 0.97)
O (2.97, -0.89, 2.87)
C (0.23, -2.24, -0.87)
H (0.89, -4.64, -3.08)

Results
Total charge = +1
E_tot = -1770.939991 a.u.
Strongest force on any atom = 0.1000 Eh/bohr
Kohn-Sham gap = 6.5 eV
Spin multiplicity = 1

=====

(4)
# C39H66BBrF6MoN6PS3Si

A structure of composition C39H66BBrF6MoN6PS3Si at a distorted geometry (ωB97M-V with the def2-TZVPD basis set, OMol25).

Geometry (Å):
H (-1.51, -5.15, 5.45)
H (3.62, 0.88, -4.94)
H (2.43, 4.49, -6.19)
H (-2.73, -3.29, -2.59)
H (-5.14, 0.28, 5.93)
C (4.48, -0.95, -4.18)
H (6.23, -0.51, -5.36)
H (1.79, 3.32, -7.33)
C (1.92, 3.65, -1.37)
C (-1.50, -2.30, -4.85)
H (2.53, 6.90, -2.30)
C (-0.26, -2.96, 4.39)
H (-6.01, 0.30, 4.42)
H (-0.37, -1.87, 7.02)
C (0.57, -2.93, -3.59)
C (0.78, 3.27, -5.42)
H (-3.65, -0.63, 2.48)
C (3.57, -0.19, -5.15)
H (2.54, -0.53, -5.05)
H (3.90, -0.36, -6.17)
C (2.04, 3.48, -6.28)
H (-5.54, -2.21, 6.07)
C (-0.61, -0.82, 6.89)
H (-6.41, -2.14, 4.55)
H (-0.60, 4.17, -6.81)
N (0.14, -0.62, -2.23)
C (4.37, -1.10, -0.39)
C (-2.35, 0.93, 6.45)
H (-1.37, -3.23, -5.41)
C (3.26, -0.23, -0.22)
H (-1.27, -3.66, -1.65)
H (-2.65, -0.55, 8.76)
Si (-2.72, -1.59, 5.13)
H (-3.39, 1.21, 6.57)
H (4.73, -2.61, -5.53)
H (5.36, -0.94, 1.50)
H (-1.17, 4.19, -5.14)
C (1.19, 3.45, -3.97)
F (1.46, 4.55, 3.09)
C (-4.44, -1.26, 2.90)
F (1.82, 2.30, 3.15)
H (4.42, -2.41, 1.30)
H (-0.08, -2.24, 3.59)
H (-1.81, -4.64, 3.05)
C (4.73, -1.34, -1.69)
C (5.07, -1.70, 0.78)
Mo (0.97, 1.85, 1.14)
H (-2.58, -2.10, -4.80)
H (5.97, -2.23, 0.46)
H (-5.39, -0.88, 2.52)
H (-1.78, 1.49, 7.20)
H (0.60, -3.86, -4.15)
H (-3.65, 1.73, -0.54)
C (2.00, 4.83, -2.15)
C (2.44, 6.12, -1.55)
C (-0.88, -2.47, -3.45)
H (0.08, 5.33, -5.68)
H (-5.09, -3.29, 4.74)
F (1.59, 3.51, 5.17)
Br (-0.62, 0.07, 2.02)
H (0.05, 1.71, -6.72)
F (-0.46, 4.37, 4.39)
H (1.03, -3.10, -2.61)
H (-0.30, -0.31, 7.81)
H (3.41, 6.00, -1.05)
S (2.29, 3.67, 0.33)
H (-3.70, 2.19, -2.24)
C (-1.09, 1.12, -1.29)
C (5.92, -0.43, -4.32)
H (-2.23, -3.02, 2.49)
C (-5.01, 0.18, 4.85)
H (-3.12, -1.01, -2.91)
C (-4.48, -1.19, 4.44)
C (-0.29, 4.31, -5.78)
N (0.07, 0.49, -1.56)
H (0.28, -2.64, 5.28)
H (-0.01, -0.39, 6.08)
H (1.73, 6.45, -0.79)
H (-4.00, -0.94, 7.72)
S (2.71, 0.22, 1.34)
H (0.88, 1.10, -5.28)
H (-4.40, 1.00, 4.47)
H (-4.46, 0.69, -1.72)
C (4.43, -2.46, -4.49)
C (-2.10, -0.55, 6.70)
N (2.99, 0.07, -2.51)
B (1.36, 1.20, -1.03)
H (-3.40, -4.00, 3.42)
H (-2.74, -2.16, 8.06)
C (-2.93, -1.10, 7.86)
H (-0.76, 1.75, -5.15)
H (2.83, 2.78, -6.01)
C (-5.42, -2.28, 4.99)
C (-2.32, 0.63, -1.81)
H (5.12, -3.03, -3.87)
H (-1.98, 1.27, 5.48)
H (6.62, -1.01, -3.72)
C (-2.35, -3.73, 3.31)
C (1.61, 4.69, -3.47)
H (5.56, -2.00, -1.92)
F (-0.05, 2.12, 4.37)
H (3.43, -2.87, -4.35)
P (0.69, 3.46, 3.93)
C (-1.98, -4.20, 5.75)
S (-0.99, 2.49, -0.26)
H (-1.02, -1.49, -5.40)
N (1.16, 2.38, -3.18)
H (0.18, -3.91, 4.08)
C (-1.75, -3.18, 4.62)
C (-3.61, 1.34, -1.55)
C (-2.22, -0.54, -2.52)
F (-0.22, 3.20, 2.37)
N (2.62, 0.29, -1.28)
H (-4.32, -2.27, 2.54)
H (1.15, -2.18, -4.13)
H (5.99, 0.62, -4.02)
H (-1.59, -4.49, -3.18)
H (-1.52, -3.90, 6.69)
C (-0.97, -1.17, -2.70)
H (-3.03, -4.41, 5.92)
N (1.51, 2.50, -1.91)
C (0.20, 1.87, -5.66)
H (1.62, 5.56, -4.11)
C (-1.68, -3.54, -2.66)
C (4.03, -0.73, -2.76)

Results
Total charge = +4
E_tot = -6944.713836 a.u.
Strongest force on any atom = 0.0492 Eh/bohr
Kohn-Sham gap (alpha / beta) = 4.5 / 2.8 eV
Spin multiplicity = 4

=====

(5)
# C4H10OS

An isolated molecule of C4H10OS at a distorted geometry (ωB97M-V with the def2-TZVPD basis set, OMol25).

Geometry (Å):
H (-2.20, -0.69, 1.31)
H (0.82, 0.88, -0.09)
H (-3.37, 1.16, 0.01)
C (1.02, -0.07, 0.29)
S (-0.34, -1.19, -0.16)
H (-2.14, 0.96, -1.26)
C (-2.09, -0.52, 0.25)
H (2.25, -0.92, -1.16)
O (3.30, 0.39, 0.09)
H (-2.76, -1.26, -0.22)
C (2.36, -0.59, -0.16)
H (-1.65, 1.57, 0.23)
C (-2.33, 0.90, -0.19)
H (2.62, -1.45, 0.42)
H (3.50, 0.88, -0.71)
H (1.02, -0.07, 1.36)

Results
E_tot = -631.794306 a.u.
Strongest force on any atom = 0.0481 Eh/bohr
Kohn-Sham gap = 9.3 eV
Spin multiplicity = 1
SMILES = CCSCCO

=====

(6)
# C6H10O

A cluster of 2 separate species, C6H10O in total at a distorted geometry (ωB97M-V with the def2-TZVPD basis set, OMol25).

Geometry (Å):
C (-1.72, -1.22, 1.94)
H (-2.95, 0.36, 1.17)
H (3.11, 0.92, 0.89)
H (-1.12, 1.20, -0.47)
H (-0.44, -1.33, -2.42)
C (2.71, 1.04, -0.14)
H (3.28, 1.41, -0.95)
H (-0.42, -0.46, -3.75)
C (-0.93, 0.39, 0.28)
H (-0.75, -1.43, 2.32)
H (1.28, 0.25, -1.49)
C (-1.96, -0.19, 1.11)
H (1.01, 0.21, 1.58)
H (-2.59, -1.57, 2.56)
C (1.45, 0.56, -0.44)
O (-0.41, -0.43, -2.79)
C (0.47, 0.27, 0.60)

Results
E_tot = -309.724594 a.u.
Strongest force on any atom = 0.0795 Eh/bohr
Kohn-Sham gap = 7.6 eV
Spin multiplicity = 1
SMILES = C=C/C=C/C=C.O

=====

(7)
# C20H41FN5O2

A cluster of 2 separate species, C20H41FN5O2 in total at a distorted geometry (ωB97M-V with the def2-TZVPD basis set, OMol25).

Geometry (Å):
H (6.77, 1.36, -3.83)
H (3.31, -3.00, 1.90)
H (6.11, 3.49, -4.14)
C (5.12, 3.65, -4.58)
H (3.83, -1.13, 1.77)
C (0.22, 1.16, 2.86)
H (5.27, -0.01, -2.02)
H (0.84, -2.31, 2.35)
H (-0.77, 3.91, 1.02)
H (-0.32, 1.90, -0.20)
H (3.65, 0.25, -2.32)
H (-2.30, 3.37, 2.53)
H (4.81, 4.67, -4.33)
H (5.18, 3.56, -5.67)
H (6.83, -0.40, -3.94)
C (0.00, -0.44, 2.99)
H (-1.94, 1.64, 0.16)
H (4.63, -2.35, 0.58)
H (-6.32, -0.97, -3.18)
H (-4.49, -2.29, 4.75)
C (4.82, 0.40, -4.06)
N (4.60, 0.53, -2.58)
C (3.62, -2.14, 1.17)
C (-4.24, -0.53, 0.16)
C (-6.82, -1.45, 0.74)
H (0.12, -0.71, 4.15)
H (-7.68, -1.78, 1.47)
H (2.96, 1.28, -4.68)
N (-0.13, 3.36, 1.66)
N (1.10, -1.29, 2.31)
H (0.79, 3.22, 1.14)
H (-2.86, -3.96, 3.36)
H (4.45, -0.58, -4.37)
H (-8.27, -1.79, -1.29)
H (-2.33, -0.28, 2.51)
H (-5.25, -3.18, 3.27)
H (-1.28, -1.62, 1.52)
C (-4.45, -2.35, 3.57)
H (-6.07, -0.74, 3.47)
H (-3.78, -0.21, -2.25)
C (-6.10, -1.00, -2.03)
H (-2.93, 1.81, 2.09)
C (-0.79, 1.98, 1.89)
N (-2.15, 2.34, 2.54)
N (-0.96, 1.41, 0.48)
H (0.11, 1.63, 3.95)
H (-4.35, 0.01, 3.27)
C (1.33, -0.85, 0.88)
C (4.02, 1.53, -4.74)
H (1.89, -2.85, -0.30)
H (6.52, 0.56, -5.39)
O (4.19, 2.74, -4.00)
F (2.99, -1.05, -1.00)
C (-7.20, -1.47, -0.88)
C (-5.01, -0.93, 2.95)
C (-5.33, -0.98, 1.33)
C (-3.01, -2.84, 2.98)
H (4.68, 1.53, -2.34)
H (-3.15, -0.18, 0.42)
C (-1.44, -1.04, 2.53)
C (2.40, -1.88, 0.11)
O (-1.84, -2.09, 3.52)
H (4.27, 1.63, -5.80)
H (0.34, -0.90, 0.25)
C (6.32, 0.49, -4.32)
H (1.34, 1.42, 2.54)
C (-4.61, -0.55, -1.47)
H (-3.04, -2.89, 1.81)
H (1.81, 0.22, 0.77)

Results
Total charge = +1
E_tot = -1310.052561 a.u.
Strongest force on any atom = 0.1008 Eh/bohr
Kohn-Sham gap = 7.2 eV
Spin multiplicity = 1

=====

- Among the records above, which one has the lowest E_tot?
  C39H66BBrF6MoN6PS3Si